This record from the Open Molecules 2025 dataset describes a single C5H4O2 molecule at a distorted geometry. The level of theory is ωB97M-V with the def2-TZVPD basis set.

## Properties
orbital gap = 8.14 eV
SMILES string = CC(=C=C=O)C=O
energy above the lowest of the compared OMol25 structures with the same formula, charge and spin = 313.9 kJ/mol
net charge = 0
highest occupied orbital energy = -8.98 eV

Each atom is followed by the atoms it is bonded to, with distances in Å.
CARTESIAN COORDINATES (ANGSTROEM)
1 C -0.578 0.252 0.238  C2 1.443, H8 1.046, H9 1.158, H10 1.130
2 C 0.784 -0.066 -0.116  C1 1.443, C3 1.300, C6 1.537
3 C 1.947 0.480 0.082  C2 1.300, C4 1.293
4 C 3.230 0.479 -0.078  C3 1.293, O5 1.142
5 O 4.348 0.703 -0.144  C4 1.142
6 C 1.351 -1.490 -0.237  C2 1.537, O7 1.239, H11 1.116
7 O 1.273 -2.297 0.699  C6 1.239
8 H -1.148 -0.531 0.633  C1 1.046
9 H -1.204 0.752 -0.598  C1 1.158
10 H -0.655 1.244 0.775  C1 1.130
11 H 1.933 -1.541 -1.188  C6 1.116

Mulliken atomic charge list, values in e, 6 entries: number 1, C, carries -1.26; number 2, C, carries 0.86; number 3, C, carries -0.55; number 4, C, carries 0.53; number 5, O, carries -0.37; number 6, C, carries -0.07